ORCA calculation (ωB97M-V/def2-TZVPD) on a 9-piece molecular cluster, C34H91N5O14 overall at a distorted geometry.

Positions of all 144 atoms, in Å:
O: -9.8601 10.0277 -17.6241
H: -6.4946 10.9184 -17.7830
C: -11.7750 8.4993 -14.2009
H: -1.1636 6.2815 -17.4855
H: -5.8529 16.8518 -12.4851
H: -2.1397 7.1531 -15.6342
H: -1.4294 9.5765 -19.3118
H: -10.7911 6.3094 -18.7732
C: -5.9052 13.8637 -21.6272
H: -6.9461 7.8654 -15.8543
H: -4.0613 14.8019 -22.9382
O: -4.8688 14.2339 -20.7554
C: -3.6441 13.7722 -24.5999
H: -6.5263 16.7437 -18.6555
C: -2.2133 9.2837 -18.6091
C: -5.3749 13.2995 -22.9436
O: -2.3563 9.9546 -13.7262
H: -2.2770 14.3449 -16.0969
H: -2.2399 14.1093 -27.2053
H: -2.0821 9.7622 -17.6391
H: -13.3587 7.7217 -15.4077
O: -10.5212 4.7639 -20.2023
H: -4.0797 10.7975 -12.9928
H: -7.0523 13.1337 -14.1237
O: -13.7977 7.6561 -13.3651
O: -5.5266 17.0681 -14.4393
H: -8.5607 7.1507 -17.3019
H: -6.1697 6.6258 -19.0947
H: -3.6504 16.5326 -15.0519
H: 1.7671 5.1872 -15.0091
H: -4.0311 18.1728 -15.2712
H: -2.0840 9.9532 -12.8067
N: -7.2784 14.9152 -14.8888
H: -6.6309 6.2595 -15.2555
H: -6.2089 16.2156 -17.0016
C: -12.8909 7.4875 -14.4493
H: -7.5057 4.7924 -17.6370
H: -3.6621 12.5054 -20.6027
H: -4.3731 9.2277 -13.7942
H: -4.9952 13.6156 -26.3538
H: -4.7595 12.4057 -22.7243
H: -11.3553 8.5106 -16.1947
C: -5.6267 10.8744 -17.1193
H: -3.1487 13.0812 -15.1220
H: -5.5433 9.9441 -16.5508
C: -8.4077 12.1750 -13.0066
H: -2.2320 7.1740 -19.2608
H: -5.2936 7.4250 -15.3333
H: -4.8592 9.6940 -20.5379
H: -9.4364 9.6729 -14.3888
H: -9.4053 14.2376 -17.3833
H: -8.4847 8.8908 -16.6409
C: -4.2866 13.1803 -20.0127
H: -5.1219 12.5863 -19.6133
H: -2.2033 12.6348 -28.2722
C: -9.5173 4.6258 -18.0416
H: -3.1313 12.9642 -16.8556
H: -6.6330 15.4149 -15.4916
O: -5.8536 6.6321 -17.1387
H: -12.3337 5.5259 -20.9333
H: -6.3508 11.8335 -15.5701
H: -6.4102 14.7942 -21.9077
H: -7.3728 14.8842 -12.7832
C: -8.5823 15.0094 -15.5443
H: -11.5251 4.6959 -18.4694
H: -10.8962 6.6085 -21.0741
N: -10.8258 8.5128 -15.3265
H: -8.9170 16.0548 -15.5845
H: -11.0681 5.2350 -22.1119
N: -4.5867 14.2838 -23.6328
H: -15.5451 6.8718 -12.7030
C: -0.0025 7.2277 -15.3888
H: -8.2787 10.0801 -19.0005
H: -6.6705 13.2240 -21.1753
H: -3.7691 13.6183 -19.1639
H: -5.0479 13.8496 -16.0237
C: -3.1395 13.6887 -16.0314
H: -8.8905 11.6893 -18.3625
N: -8.2037 5.2120 -18.2350
H: -8.3692 10.6177 -16.2276
O: -4.3229 14.4869 -16.1198
C: -3.7595 10.1343 -13.8013
H: -8.6456 11.1298 -12.8069
H: -3.6036 8.4381 -20.6992
O: -3.3399 12.4284 -26.6100
C: -1.2758 7.6507 -16.0921
H: -10.5862 10.6780 -15.3074
H: -8.4113 12.6758 -12.0336
C: -9.0636 9.8005 -16.4625
C: -11.2502 5.5707 -21.0883
H: -11.2336 8.2262 -13.2939
H: -5.0735 15.4030 -13.2173
C: 1.0926 5.5207 -14.2059
H: -12.1924 9.5063 -14.0694
H: 0.8262 4.6860 -13.5673
C: -4.2873 13.0236 -25.7585
H: -2.9172 13.0780 -24.1409
H: -12.4352 6.5039 -14.3109
H: -6.2723 12.9368 -23.4564
H: -9.2089 12.5528 -13.6466
C: -8.1168 6.6494 -18.1789
H: -9.5046 3.5555 -18.2421
H: -3.0290 14.5746 -25.0175
H: -4.8606 12.1927 -25.3340
H: -3.2664 10.1751 -21.0469
H: -1.3897 8.7292 -16.0220
H: 0.2643 8.0061 -14.6504
O: -3.4877 9.7267 -19.0500
C: -10.0296 9.7316 -15.3077
H: -6.6167 8.1499 -18.3856
C: -3.8013 9.4682 -20.3994
H: -9.8110 10.7962 -19.5097
H: 0.8438 7.2866 -16.0856
H: 1.6569 6.3264 -13.7209
C: -9.1385 10.6619 -18.6579
O: -5.6422 11.9740 -16.2125
O: -8.0278 15.6356 -17.8301
H: -14.1130 5.9141 -12.3628
H: -14.7947 5.9433 -14.0535
H: -4.7944 10.8167 -17.8219
H: -7.7602 13.6944 -17.0919
C: -6.6443 7.0613 -18.2134
O: -0.1221 5.9903 -14.7437
C: -8.4306 14.5589 -17.0090
C: -2.2520 7.7857 -18.3549
C: -6.6576 15.9215 -17.9536
H: -3.7261 17.5616 -13.5538
H: -6.0177 15.1254 -18.3550
N: -1.1435 7.2954 -17.5290
H: -4.0103 10.6640 -14.7221
C: -4.1432 17.3713 -14.5422
H: -9.8019 4.7476 -16.9792
C: -7.1842 15.5972 -13.5940
H: -8.5239 7.0661 -19.1051
O: -7.1310 12.3188 -13.5923
H: -3.5924 13.6364 -28.2576
C: -6.1907 7.0725 -15.8437
C: -14.6169 6.5018 -13.1367
H: -3.1990 7.5173 -17.8564
C: -5.8201 16.1908 -13.3615
C: -10.6452 5.2329 -18.8528
H: -7.9597 16.3700 -13.5092
H: -9.3801 14.4426 -15.0582
C: -2.7927 13.2548 -27.6000

Multiplicity: 1
Energy, Eh: -2676.82282
Net charge: 0
Frontier orbital gap, eV: 9.09
E_HOMO, Eh: -0.3144
SMILES string: COCCNCCOC.COCCNCCOC.COCCNCCOC.COCCNCCOC.COCCNCCOC.CO.CO.CO.CO

Mulliken population analysis, charges in e, atoms 1 to 5: atom 1 (O): -0.582, atom 2 (H): -0.116, atom 3 (C): -0.773, atom 4 (H): 0.291, atom 5 (H): 0.479